Entry 1:
The molecule C4H9N3, computed with ωB97M-V with the def2-TZVPD basis set.

XYZ file:
```
16
Properties=species:S:1:pos:R:3:forces:R:3:lowdin_charge:R:1
H 0.842 -1.370 1.335 -0.1 0.3 -0.3 0.030
N 0.364 -0.745 1.983 -1.4 0.8 -0.4 0.098
C -0.419 0.146 1.466 -0.6 -0.9 3.2 -0.269
C -0.768 0.562 0.096 4.3 -0.8 0.1 -0.236
C -1.635 -0.414 -0.665 0.3 0.0 -0.6 -0.075
C 0.922 0.577 -0.194 -2.6 0.9 -3.5 -0.473
N 1.323 -0.536 -0.885 -0.1 -0.3 0.2 0.115
N 1.549 1.667 -0.102 -0.4 0.5 0.3 0.111
H 2.425 1.686 -0.619 0.3 -0.3 0.5 0.045
H -0.932 0.765 2.200 0.2 0.0 0.5 0.104
H -1.092 1.601 0.050 0.1 -0.2 0.0 0.129
H -2.683 -0.211 -0.454 -0.1 0.0 0.0 0.081
H -1.449 -1.457 -0.392 0.1 0.1 0.1 0.078
H -1.468 -0.304 -1.738 -0.2 0.0 0.0 0.080
H 0.740 -1.357 -0.899 0.3 0.1 -0.1 0.081
H 2.282 -0.608 -1.181 0.0 -0.2 0.1 0.101
```
Positions in Å, forces in eV/Å.

The calculation puts the calculated total energy at -322.0097 a.u. As for the charge: 0. Its structure (SMILES) is [H]/N=C\[C@H](C)/C(N)=N/[H]. Its energy above the lowest of the compared OMol25 structures with the same formula, charge and spin is 211.83 kJ/mol. The calculation puts the LUMO energy at 0.028 hartree.

Entry 2:
The molecule C4H9N3, computed with ωB97M-V with the def2-TZVPD basis set.

XYZ file:
```
16
Properties=species:S:1:pos:R:3:forces:R:3:lowdin_charge:R:1
N 2.223 -0.608 -0.136 1.2 1.1 -1.5 -0.045
N 1.674 0.577 0.442 -0.5 1.7 0.2 -0.057
C 0.462 1.073 0.236 5.8 2.2 4.5 -0.210
C -0.470 0.462 -0.593 -3.5 -1.5 -2.8 -0.394
C -2.047 0.471 -0.298 -0.6 -1.6 1.0 -0.097
C -1.469 -0.731 0.748 -2.7 0.6 -0.3 -0.209
N -0.436 -1.057 -0.268 -1.1 1.1 -1.2 -0.040
H 1.909 -0.642 -1.092 -0.9 -0.5 -0.6 0.051
H 3.267 -0.487 -0.420 -2.0 0.4 1.9 0.126
H 0.393 2.099 0.894 -0.4 -2.6 -1.9 0.166
H -0.333 0.922 -1.579 0.5 -1.0 -0.6 0.133
H -2.658 -0.118 -1.175 1.9 1.5 2.1 0.131
H -2.802 1.371 0.042 2.7 -2.0 -0.5 0.130
H -0.919 -0.256 1.656 -1.7 -1.0 -1.0 0.117
H -2.427 -1.424 0.892 2.8 0.8 0.4 0.122
H 0.484 -1.505 -0.046 -1.4 1.0 0.4 0.078
```
Positions in Å, forces in eV/Å.

The calculation puts the calculated total energy at -321.8743 a.u. As for the charge: 0. Its structure (SMILES) is N/N=C\[C@@H]1CCN1. Its energy above the lowest of the compared OMol25 structures with the same formula, charge and spin is 567.30 kJ/mol. The calculation puts the LUMO energy at 0.039 hartree.

Entry 3:
The molecule C4H9N3, computed with ωB97M-V with the def2-TZVPD basis set.

XYZ file:
```
16
Properties=species:S:1:pos:R:3:forces:R:3:lowdin_charge:R:1
H -2.444 -0.951 0.916 0.0 0.0 -0.3 0.048
N -1.540 -0.703 1.316 0.4 0.8 -0.6 0.139
C -0.611 -0.543 0.451 2.2 -3.7 2.2 -0.468
C 0.827 -0.443 0.975 -0.8 1.2 0.3 -0.207
C 1.667 0.645 0.316 0.3 0.0 0.4 -0.126
C -0.667 -0.890 -0.995 -1.4 3.4 1.3 -0.092
N -1.311 0.505 -1.356 -1.4 0.2 -3.7 -0.052
N -1.069 1.597 -0.831 1.4 -1.8 0.5 0.066
H -1.491 2.345 -1.401 -0.6 -0.5 0.1 0.072
H 1.305 -1.416 0.837 -0.2 -0.1 0.0 0.114
H 0.720 -0.226 2.039 0.2 -0.2 0.0 0.103
H 2.652 0.670 0.780 0.1 -0.1 -0.1 0.067
H 1.806 0.470 -0.749 0.0 0.1 -0.1 0.059
H 1.234 1.627 0.491 -0.1 0.0 -0.2 0.060
H 0.235 -0.934 -1.607 0.1 0.0 0.5 0.108
H -1.313 -1.751 -1.182 -0.3 0.7 -0.4 0.111
```
Positions in Å, forces in eV/Å.

The calculation puts the calculated total energy at -321.9625 a.u. As for the charge: 0. Its structure (SMILES) is [H]/N=C(/CC)C/N=N/[H]. Its energy above the lowest of the compared OMol25 structures with the same formula, charge and spin is 335.56 kJ/mol. The calculation puts the LUMO energy at 0.027 hartree.

Entry 4:
The molecule C4H9N3, computed with ωB97M-V with the def2-TZVPD basis set.

XYZ file:
```
16
Properties=species:S:1:pos:R:3:forces:R:3:lowdin_charge:R:1
H -1.491 -1.830 -1.056 0.1 0.1 -0.2 0.058
N -1.503 -0.844 -1.338 0.0 0.1 0.0 0.174
C -0.735 -0.183 -0.581 -2.8 -2.4 -1.6 -0.432
C -0.276 1.122 -0.361 1.8 0.4 -0.2 -0.156
N 0.654 1.614 -1.413 -0.7 0.0 0.4 0.039
C 0.163 -0.293 0.498 2.3 1.1 -0.2 -0.391
C -0.367 -0.566 1.870 -0.2 0.2 0.6 -0.034
N 1.550 -0.737 0.203 -0.7 0.6 0.0 0.078
H -0.886 1.843 0.167 0.1 0.0 0.0 0.138
H 0.368 2.548 -1.711 0.2 -0.2 0.4 0.073
H 0.536 1.043 -2.256 0.0 0.1 0.5 0.079
H -1.434 -0.815 1.839 0.1 0.1 0.0 0.082
H -0.235 0.302 2.522 0.0 -0.2 0.1 0.079
H 0.148 -1.420 2.323 0.0 0.2 -0.2 0.082
H 1.942 -0.111 -0.510 -0.1 -0.2 0.4 0.058
H 1.566 -1.673 -0.195 -0.2 0.1 0.1 0.072
```
Positions in Å, forces in eV/Å.

The calculation puts the calculated total energy at -321.9893 a.u. As for the charge: 0. Its structure (SMILES) is [H]/N=C1/[C@H](N)[C@]1(C)N. Its energy above the lowest of the compared OMol25 structures with the same formula, charge and spin is 265.36 kJ/mol. The calculation puts the LUMO energy at 0.030 hartree.

Entry 5:
The ion C4H9N3 with charge +2, computed with ωB97M-V with the def2-TZVPD basis set.

XYZ file:
```
16
Properties=species:S:1:pos:R:3:forces:R:3:lowdin_charge:R:1
C -0.453 -2.022 -0.131 2.5 2.8 -1.0 0.366
N 0.372 -0.983 -0.010 -2.6 -2.8 -1.0 -0.039
C 1.726 -0.967 0.360 2.0 0.0 0.0 -0.024
N 2.300 0.120 0.108 0.0 -0.2 0.6 0.196
C 1.418 1.093 -0.364 -0.9 1.9 0.9 -0.008
N 0.008 0.306 -0.483 0.7 0.6 -0.4 -0.017
C -0.992 0.856 0.431 -0.5 0.1 3.0 0.044
H -1.408 -1.723 -0.553 -0.4 -0.9 0.2 0.152
H 0.054 -2.989 -0.113 -0.8 -0.2 0.7 0.168
H 2.170 -1.884 0.740 0.0 0.1 0.1 0.182
H 1.139 1.915 0.376 0.9 -1.1 -0.6 0.176
H 1.734 1.624 -1.277 -0.4 -0.8 -0.1 0.174
H -0.217 0.217 -1.469 -0.5 0.1 -0.4 0.215
H -0.455 0.765 1.382 0.1 0.4 0.2 0.127
H -1.237 1.936 0.389 -0.1 -0.8 -1.0 0.155
H -1.796 0.138 0.695 -0.2 0.7 -1.2 0.131
```
Positions in Å, forces in eV/Å.

The calculation puts the calculated total energy at -321.2558 a.u. As for the charge: +2. Its structure (SMILES) is C=[N+]1C=NC[N@@H+]1C. Its energy above the lowest of the compared OMol25 structures with the same formula, charge and spin is 379.73 kJ/mol. The calculation puts the LUMO energy at -0.428 hartree.

Entry 6:
The ion C4H9N3 with charge +2, computed with ωB97M-V with the def2-TZVPD basis set.

XYZ file:
```
16
Properties=species:S:1:pos:R:3:forces:R:3:lowdin_charge:R:1
C -1.462 1.023 0.118 -0.1 -2.7 -0.3 0.196
N -1.062 -0.180 0.129 -1.4 0.7 0.1 0.058
C -0.038 -1.154 -0.073 1.1 -0.6 3.5 0.000
N 1.274 -0.515 -0.368 -1.0 0.1 0.4 0.022
C 1.808 0.419 0.623 3.9 0.4 3.3 -0.078
N 1.219 0.917 -0.500 -0.6 2.8 -2.7 0.079
C -2.554 0.040 -0.049 2.4 0.9 -3.3 0.142
H -0.954 1.932 0.144 0.2 1.7 0.0 0.143
H 0.173 -1.699 0.959 -0.8 0.7 -2.1 0.220
H -0.327 -1.848 -0.822 -0.2 -0.6 -0.8 0.156
H 1.918 -1.140 -0.846 0.5 0.2 -0.4 0.220
H 1.442 0.617 1.722 0.1 -0.9 -2.3 0.203
H 2.945 0.418 0.557 -1.4 -0.2 0.6 0.176
H 1.800 1.505 -1.202 -0.8 -2.1 0.9 0.229
H -2.926 -0.224 -1.029 0.2 0.4 -0.5 0.144
H -3.257 -0.110 0.638 -2.1 -1.0 3.7 0.090
```
Positions in Å, forces in eV/Å.

The calculation puts the calculated total energy at -321.1927 a.u. As for the charge: +2. Its structure (SMILES) is C1=[N+](C[N@@H+]2CN2)C1. Its energy above the lowest of the compared OMol25 structures with the same formula, charge and spin is 545.36 kJ/mol. The calculation puts the LUMO energy at -0.344 hartree.

Entry 7:
A cluster of 2 separate species, C4H9N3O in total, computed with ωB97M-V with the def2-TZVPD basis set.

XYZ file:
```
17
Properties=species:S:1:pos:R:3:forces:R:3:lowdin_charge:R:1
C -0.258 1.918 1.170 0.0 0.3 0.1 -0.016
N -0.519 0.922 0.150 1.0 0.3 -0.4 -0.211
N 0.193 -1.320 0.635 -0.8 -0.4 1.0 0.201
C -0.772 -0.445 0.598 0.5 0.4 -0.5 -0.451
C 1.685 -1.472 -2.108 -0.1 -0.1 -0.5 -0.194
C -2.081 -0.673 0.942 -0.4 -0.5 -0.2 0.143
O 0.093 1.075 -0.990 -1.8 0.8 1.0 -0.051
N 2.028 -0.515 -1.384 -0.7 2.3 0.6 -0.024
H 1.169 0.300 -1.212 2.4 -2.9 -0.5 0.018
H 1.119 -0.921 0.724 0.2 0.2 -0.7 0.047
H 0.712 1.743 1.649 0.0 0.0 -0.1 0.102
H -0.252 2.901 0.702 0.0 -0.1 0.0 0.097
H -1.037 1.852 1.930 0.0 0.1 0.0 0.090
H 0.671 -1.645 -2.486 -0.1 0.1 -0.1 0.058
H 2.449 -2.175 -2.449 -0.1 -0.3 0.2 0.049
H -2.413 -1.681 1.122 0.0 -0.1 0.2 0.071
H -2.787 0.138 1.007 0.0 0.1 -0.1 0.072
```
Positions in Å, forces in eV/Å.

The calculation puts the calculated total energy at -397.1001 a.u. As for the charge: 0. Its energy above the lowest of the compared OMol25 structures with the same formula, charge and spin is 657.73 kJ/mol. The calculation puts the LUMO energy (alpha / beta) at -0.054 / -0.037 hartree.

- calculated total energy of number 2 (C4H9N3)?
  -321.8743 a.u.